Density functional theory data (ωB97M-V with the def2-TZVPD basis set) for 9 unconnected molecules or ions with the total composition H18O9 in a non-equilibrium geometry.

Geometry (Å):
O -3.023 1.647 2.486
H -0.511 2.907 0.780
H -0.977 0.314 -0.339
H -0.588 4.412 0.919
H 2.640 -1.709 1.658
O 1.570 -0.898 -3.099
O -0.230 1.570 -2.786
H 1.527 2.131 1.739
H -1.855 -3.453 0.283
H 1.449 -1.630 -2.494
H 0.118 1.139 -2.005
O 1.222 2.439 0.885
H -2.981 2.600 2.563
H -1.178 1.574 -2.656
O 2.124 -2.316 1.127
H 0.233 -0.538 -0.021
O -1.131 3.624 0.913
H 0.132 -3.014 -0.708
H 0.643 1.744 0.573
H -2.197 1.403 2.069
H 0.732 -0.436 -3.088
H -1.412 -2.455 1.332
O -0.022 0.347 -0.281
H 1.600 -2.721 -0.483
H 2.438 -3.184 1.382
O -1.263 -2.714 0.422
O 0.938 -2.784 -1.171

Calculated values
Net charge = +1
2S+1 = 2
Max |F| = 3.14 eV Å⁻¹
Orbital gap (spin up / spin down) = 10.0461 / 2.6177 eV
⟨S²⟩ = 0.755

=====

Density functional theory data (ωB97M-V with the def2-TZVPD basis set) for 10 unconnected molecules or ions with the total composition H19O10 in a non-equilibrium geometry.

Geometry (Å):
O -0.189 2.875 -3.234
H 2.616 -2.120 -1.633
H 0.940 -1.294 -0.717
O -3.239 1.253 2.320
O 2.880 0.827 2.722
H -2.893 1.578 1.408
H 0.351 0.927 -0.727
O -0.026 2.104 3.245
H 1.752 0.856 -1.843
O -0.945 0.604 -0.290
H -0.816 2.758 3.264
H 1.937 0.778 2.890
H -0.556 1.309 3.353
H -1.617 1.227 -0.528
O 1.440 1.108 -1.001
H 0.756 2.924 -3.190
H -0.840 -0.644 0.297
H 2.628 0.331 1.907
H -0.501 -2.603 -2.035
H 1.393 -3.144 -1.396
H -1.239 -3.009 -0.684
O -1.063 -3.327 -1.574
H -0.755 -1.443 1.584
H -0.468 1.897 -3.007
H -0.287 -0.415 -1.223
O -1.118 -1.588 0.745
O 0.438 -1.088 -1.587
O 2.382 -3.054 -1.482
H -2.963 0.374 2.417

Calculated values
Net charge = -1
Max |F| = 3.90 eV Å⁻¹
Orbital gap = 8.8989 eV

=====

Density functional theory data (ωB97M-V with the def2-TZVPD basis set) for 9 unconnected molecules or ions with the total composition H19O9 in a non-equilibrium geometry.

Geometry (Å):
H 1.209 -2.712 -0.947
H 0.691 2.377 2.027
O 0.552 1.755 -3.098
H -0.017 0.477 0.821
H -0.422 -0.848 -2.707
H -0.479 0.290 2.873
O 0.145 0.057 -0.041
H 0.191 0.588 -0.849
H -1.406 1.281 -3.594
H 0.261 2.603 -3.488
H -0.892 2.409 2.542
O 2.220 1.232 2.795
H 2.476 0.329 2.992
H -1.102 -2.015 1.800
H -2.795 1.284 -3.322
O -1.186 -0.119 3.428
H -0.605 -0.082 4.210
H 2.717 1.881 3.294
H 1.436 1.565 -3.434
O -0.130 1.923 2.225
O -2.111 0.629 -3.521
O 0.211 -1.544 -2.620
O 0.891 -2.424 -0.085
H -0.034 -2.887 0.236
O -1.246 -2.660 1.057
H 0.634 -1.418 -0.015
H 0.848 -1.742 -3.299
H -2.055 -2.229 0.721

Calculated values
Net charge = +1
Max |F| = 2.57 eV Å⁻¹
Orbital gap = 11.5620 eV

=====

Density functional theory data (ωB97M-V with the def2-TZVPD basis set) for a molecular structure, H20HfO11 in a non-equilibrium geometry.

Geometry (Å):
O -12.196 10.218 -4.324
O -17.596 8.743 -5.722
O -15.430 9.437 -4.336
H -11.842 9.243 -9.380
H -12.859 10.903 -4.139
O -12.082 12.675 -6.558
H -12.845 12.553 -5.970
H -11.907 9.913 -8.003
H -12.235 7.327 -5.229
O -12.388 9.796 -8.826
H -14.565 9.927 -5.911
H -11.983 10.292 -5.276
O -14.304 10.185 -6.822
H -13.475 12.663 -9.572
H -13.150 12.513 -8.038
H -16.203 7.591 -5.849
O -16.604 11.690 -6.116
H -14.632 7.388 -5.799
H -17.194 9.650 -5.967
H -16.139 12.436 -6.529
H -16.881 8.892 -7.475
O -16.346 8.990 -8.258
O -13.710 12.176 -8.744
H -11.633 13.465 -6.316
O -12.721 7.778 -5.896
H -15.853 11.236 -5.687
H -15.764 10.030 -3.653
Hf -14.514 10.148 -8.772
H -16.225 9.110 -4.739
H -16.917 8.521 -8.915
O -15.471 7.047 -6.172
H -12.945 8.608 -5.449

Calculated values
Net charge = +2
Max |F| = 7.61 eV Å⁻¹
Orbital gap = 3.4227 eV

=====

Density functional theory data (ωB97M-V with the def2-TZVPD basis set) for 9 unconnected molecules or ions with the total composition H20NO8 in a non-equilibrium geometry.

Geometry (Å):
O -1.613 -0.278 2.595
H 1.381 -2.505 -0.351
H -2.408 0.001 2.338
H 0.671 1.049 0.044
O -2.043 2.998 1.323
H 2.317 1.129 2.078
H -0.831 0.745 0.238
H 1.012 3.196 -2.190
H -3.044 -0.384 -2.155
N 0.001 0.243 0.010
O 2.887 0.258 -1.080
O 2.209 -2.453 0.064
H 0.462 2.298 -2.934
O -0.173 -3.121 -1.292
H 3.574 0.372 -1.826
H -1.914 3.210 2.134
H -3.037 2.817 1.431
H 0.123 -0.506 0.582
H 2.090 -3.106 0.875
H -2.787 -1.681 -1.566
H -1.680 -1.214 2.776
H -0.907 -2.872 -0.901
O 1.613 0.700 2.342
O 0.396 2.551 -2.050
H -0.254 -3.393 -2.240
H 1.281 1.228 3.071
O -2.335 -0.867 -1.771
H -0.009 0.025 -0.914
H 3.014 -0.452 -0.629

Calculated values
Net charge = +1
Max |F| = 10.20 eV Å⁻¹
Orbital gap = 11.2972 eV

=====

Density functional theory data (ωB97M-V with the def2-TZVPD basis set) for a molecular structure, H20NeO10.

Geometry (Å):
H 3.491 -1.589 13.792
H 5.782 -5.176 13.794
H -0.428 -6.134 11.148
O 0.829 -1.741 12.371
H 0.844 -4.010 15.694
H 3.382 -7.415 17.415
H 3.871 -3.048 13.663
H 4.601 -8.261 12.614
H 2.266 -8.018 12.780
O 0.847 -3.089 15.432
H -0.570 -5.709 16.696
H 4.219 -7.332 18.674
O 0.368 -5.553 16.595
Ne 2.754 -5.697 14.022
O 1.482 -8.070 13.327
H 1.051 -1.843 11.446
O 3.973 -7.587 12.355
H 1.133 -7.312 16.154
H 4.156 -6.851 12.939
O 1.841 -7.955 16.175
H 1.907 -8.268 15.273
O 4.270 -7.233 17.723
H 0.664 -5.289 17.466
H 0.970 -5.561 11.241
O 5.431 -4.285 13.780
O 3.116 -2.469 13.770
H 1.560 -2.143 12.840
H 1.696 -2.964 15.007
H 0.973 -7.294 13.092
H 5.849 -3.851 14.524
O 0.233 -5.850 11.779

Calculated values
Max |F| = 0.92 eV Å⁻¹
Orbital gap = 10.1369 eV